[1]
The following is a DFT calculation (wB97M-V/def2-TZVPD) of a molecular structure, C11H25BaN5O8.

XYZ file:
```
50
C11H25BaN5O8 | OMol25 | wB97M-V/def2-TZVPD
O 1.42 0.06 -2.88
H -1.60 0.37 -4.92
C 0.49 3.14 -0.41
N 2.11 4.39 0.66
N 0.21 -0.50 -2.38
C 2.28 -0.97 2.06
N -0.02 -1.44 2.18
H -4.03 0.70 -2.05
O 0.24 2.65 -1.51
H -3.07 1.36 -3.39
H -3.83 -0.23 -3.56
H -1.55 -3.54 1.67
N -2.17 -1.00 -1.31
C -3.35 0.45 -2.86
H 0.06 4.97 0.58
O -3.26 -0.49 -0.46
H -4.29 -4.12 1.69
H 1.79 3.66 1.34
O 0.64 2.47 0.70
H -2.47 -3.43 0.12
H 0.93 5.30 -0.96
C -2.44 -3.88 1.13
C 0.83 4.60 -0.12
H 2.06 -0.16 -2.17
O 2.92 -0.56 -0.09
O -1.07 -0.79 2.58
H 3.57 -0.52 3.65
O -3.59 -3.48 1.89
C 1.12 -1.11 2.86
H 0.49 0.23 4.42
O 0.77 -3.03 -1.07
N 2.03 -1.06 0.69
C 3.62 -0.61 2.55
H 1.63 -2.77 -0.70
H 3.96 0.33 2.07
C -2.14 -0.25 -2.41
H 2.79 3.95 0.03
H -3.15 -0.99 0.36
H 2.04 -0.65 4.74
H 0.19 0.43 -4.80
C 1.03 -0.74 4.29
C -0.85 -0.05 -3.05
C -0.75 0.68 -4.31
H 4.25 -1.46 2.23
Ba -0.36 0.21 0.15
H -2.38 -4.98 1.01
H 2.51 5.23 1.08
H -0.80 1.77 -4.15
H 0.76 -2.56 -1.93
H 0.44 -1.55 4.77
```

Properties
ΔE to the lowest compared entry with this formula, charge and spin (eV): 0.000
Frontier orbital gap (Eh): 0.1326

=====

[2]
The following is a DFT calculation (wB97M-V/def2-TZVPD) of a molecular structure, C24H27Cl3N2O3SSn.

XYZ file:
```
61
C24H27Cl3N2O3SSn | OMol25 | wB97M-V/def2-TZVPD
H 0.18 0.54 4.08
C -0.13 -4.15 -3.38
C 2.39 3.62 3.28
C -3.57 -0.60 -3.26
C -3.96 0.20 -1.02
H -6.70 0.79 -3.00
H 1.14 1.37 -2.90
C -1.97 0.48 2.43
C -2.16 -4.79 -2.23
C -1.07 -5.14 -3.04
H 4.46 3.60 1.43
O 0.38 1.05 -1.03
N 4.03 2.96 0.75
C -0.42 -3.76 2.72
Cl 1.95 -1.74 0.58
H 2.15 2.28 0.06
H 2.98 4.52 3.05
C 4.53 1.56 1.03
H 0.65 -4.00 2.77
C -5.70 0.45 -2.70
N -1.42 -0.81 0.05
H 0.46 -2.07 -3.10
C 4.47 3.39 -0.64
C 1.96 3.38 4.57
H 4.14 4.43 -0.80
H 4.07 0.89 0.30
H 5.58 3.34 -0.68
H 2.26 4.08 5.36
H 2.22 4.05 0.53
C -4.85 -0.16 -3.65
O 2.61 1.05 -1.52
H 4.27 1.27 2.06
H -2.90 -5.54 -1.94
H -2.91 -1.10 -3.98
O -3.05 0.19 2.45
C 1.20 1.56 2.47
Sn 0.43 0.04 0.96
H -5.88 1.12 -0.64
H -1.51 -1.78 0.41
H 5.64 1.58 0.92
S -1.48 -0.84 -1.59
C 2.48 3.01 0.83
C -0.29 -2.84 -2.89
C -1.38 -2.51 -2.10
C -2.33 -3.47 -1.76
C 1.16 2.28 4.87
C -3.14 -0.42 -1.95
H -1.04 -4.38 3.38
H 0.75 -4.40 -3.98
C -5.24 0.64 -1.39
C 0.80 1.41 3.83
H -3.20 -3.21 -1.16
H 4.00 2.70 -1.36
H -5.16 -0.30 -4.69
H -0.96 -6.17 -3.40
C 2.02 2.71 2.24
H -3.58 0.33 0.01
C 1.43 1.15 -1.84
H 0.84 2.09 5.90
Cl -0.98 -3.91 1.04
Cl -0.62 -2.02 3.27
```

Properties
Net charge: +2
ΔE to the lowest compared entry with this formula, charge and spin (eV): 0.000
Frontier orbital gap (Eh): 0.2697

=====

[3]
The following is a DFT calculation (wB97M-V/def2-TZVPD) of 2 unconnected molecules or ions with the total composition C5H9NO.

XYZ file:
```
16
C5H9NO | OMol25 | wB97M-V/def2-TZVPD
H 1.08 -1.88 -0.01
H -1.54 0.11 -2.10
C -0.47 -0.83 2.23
H 0.85 -0.65 -2.08
H -1.17 -0.94 0.29
H 1.51 0.85 -1.30
H 0.44 1.61 0.88
N -0.59 -1.17 3.33
H -1.34 1.57 0.88
H 1.79 -0.42 0.72
O -0.82 0.77 -2.09
C 0.90 -0.05 -1.18
C -0.44 1.07 0.51
H -0.78 1.11 -1.10
C -0.36 -0.42 0.82
C 0.95 -0.80 0.13
```

Properties
ΔE to the lowest compared entry with this formula, charge and spin (eV): 5.789
Frontier orbital gap (alpha / beta) (Eh): 0.2634 / 0.2771

=====

[4]
The following is a DFT calculation (wB97M-V/def2-TZVPD) of C4H6N2O2 in the gas phase.

XYZ file:
```
14
C4H6N2O2 | OMol25 | wB97M-V/def2-TZVPD
C 0.83 -0.29 -0.03
N 0.15 1.24 1.58
H 1.63 2.89 -0.43
O 0.39 -2.34 1.30
H 1.13 -0.67 -0.99
H -0.16 2.84 -0.83
O -0.11 2.32 2.11
C 0.23 0.06 2.17
N 0.57 -0.90 1.19
H 1.05 1.76 -1.71
C 0.77 2.24 -0.79
H 0.33 -2.68 0.43
H 0.05 -0.16 3.20
C 0.55 1.11 0.21
```

Properties
SMILES: Cc1cn(O)c[n+]1[O-]
ΔE to the lowest compared entry with this formula, charge and spin (eV): 5.454
Frontier orbital gap (Eh): 0.3076

=====

[5]
The following is a DFT calculation (wB97M-V/def2-TZVPD) of 2 unconnected molecules or ions with the total composition CH3O3.

XYZ file:
```
7
CH3O3 | OMol25 | wB97M-V/def2-TZVPD
H 0.36 -1.28 -0.41
O -0.31 0.10 0.58
C -0.71 1.28 0.49
H 1.71 -1.79 -0.79
O -0.52 2.23 1.27
H -1.33 1.55 -0.42
O 0.80 -2.10 -0.72
```

Properties
Net charge: -1
ΔE to the lowest compared entry with this formula, charge and spin (eV): 0.148
Frontier orbital gap (Eh): 0.3174

=====

[6]
The following is a DFT calculation (wB97M-V/def2-TZVPD) of a gas-phase ion, C6H9N4 (charge +1).

XYZ file:
```
19
C6H9N4 | OMol25 | wB97M-V/def2-TZVPD
H -2.84 1.82 0.43
C -2.33 0.95 0.16
H 3.02 -1.87 -0.82
H 3.24 1.58 0.34
H 2.93 -1.84 1.12
N -3.09 -0.24 0.03
C 2.30 1.13 0.10
C -2.88 -1.37 -0.47
H -3.98 0.04 0.50
N -1.06 1.31 -0.01
C 3.10 -1.24 0.15
N 2.07 -0.25 -0.02
H 4.06 -0.69 0.10
H -3.69 -2.07 -0.57
N 1.20 1.79 0.08
C 0.80 -0.54 -0.06
C 0.20 0.77 -0.12
H -1.09 2.33 -0.08
H -1.97 -1.61 -0.86
```

Properties
Net charge: +1
ΔE to the lowest compared entry with this formula, charge and spin (eV): 5.978
Frontier orbital gap (alpha / beta) (Eh): 0.2576 / 0.2406

=====

[7]
The following is a DFT calculation (wB97M-V/def2-TZVPD) of a molecular structure, C32H43Cl2N5O8PPrS.

XYZ file:
```
93
C32H43Cl2N5O8PPrS | OMol25 | wB97M-V/def2-TZVPD
C 2.16 0.91 -3.40
H 1.63 1.56 3.26
H 1.56 5.59 0.71
H 1.51 3.37 -3.72
O -1.15 3.93 0.87
H 3.17 -1.77 2.91
H 0.79 0.08 3.72
H 3.37 -1.92 0.44
C 2.30 -1.58 2.26
C -8.04 -3.58 1.98
C 3.46 0.48 1.73
H 3.37 1.57 1.69
C 1.94 3.78 -0.38
O 0.00 1.94 1.58
C 6.37 2.66 -1.42
C 7.06 1.46 -1.43
C 1.66 0.20 -6.07
H 2.50 0.29 4.13
O -3.75 -1.10 4.50
H -0.54 -3.14 -0.23
C 6.36 0.26 -1.51
H -5.24 -0.10 2.78
C -3.88 -0.59 -0.79
O -7.92 -1.21 3.06
H -0.22 -0.57 -5.35
H 0.95 -2.50 -2.02
H -5.32 -2.89 1.47
H -7.75 -4.04 1.04
H 1.47 -0.08 -7.10
Pr 0.41 0.35 0.12
H 0.77 -4.24 0.23
C 1.12 5.79 -1.39
H 4.19 0.24 2.50
N 1.33 -2.21 0.05
C 1.74 0.49 3.37
C 1.54 5.10 -0.26
N -3.60 -0.81 1.68
H 2.70 -3.37 1.18
H 3.83 0.13 0.77
C -3.07 -0.75 0.45
H -5.50 -2.47 3.22
C -5.06 -0.76 1.94
N 2.15 -0.12 2.07
O -1.59 -0.94 4.61
H 8.14 1.45 -1.38
C 1.94 3.14 -1.62
H 0.05 -3.17 1.43
H 2.26 3.25 0.51
N -2.64 -0.96 4.01
C 1.80 -2.49 -1.33
C 3.10 1.17 -4.40
H 4.46 3.63 -1.49
H 2.51 -1.73 -1.66
H -0.42 -0.99 2.22
N -1.74 -0.82 0.50
P 2.47 1.41 -1.67
C 4.28 1.49 -1.56
H 4.44 -0.67 -1.65
H -5.51 -0.31 1.06
H -6.52 -4.62 3.17
H 4.03 1.66 -4.14
H 1.43 -1.96 2.79
C 4.98 2.68 -1.49
H -9.12 -3.41 1.98
S -7.41 -1.94 1.93
Cl -0.29 -0.07 -2.62
C 1.52 3.84 -2.75
H -3.25 -0.77 -1.66
H 0.81 6.83 -1.30
H -8.14 -5.28 3.29
H -4.72 -1.28 -0.82
C 2.85 0.83 -5.72
O -2.35 1.91 1.23
C 0.99 0.29 -3.80
H 6.89 -0.69 -1.52
C 0.71 -0.08 -5.10
C 4.98 0.27 -1.57
H 6.92 3.60 -1.37
H 3.59 1.05 -6.48
C 0.34 -3.25 0.39
C -5.67 -2.14 2.19
H 2.28 -3.47 -1.38
H -7.76 -3.79 4.13
H -4.28 0.42 -0.86
C -7.58 -4.36 3.22
C -1.43 -0.91 1.84
C 1.11 5.16 -2.63
C -2.55 -0.91 2.56
O -0.83 2.04 -0.59
O -7.55 -1.44 0.59
H 0.78 5.70 -3.50
C 2.50 -2.32 0.96
Cl -1.15 2.53 0.79
```

Properties
Net charge: +2
ΔE to the lowest compared entry with this formula, charge and spin (eV): 0.000
Frontier orbital gap (alpha / beta) (Eh): 0.3074 / 0.3088
Multiplicity: 3
<S²>: 2.002

=====

[8]
The following is a DFT calculation (wB97M-V/def2-TZVPD) of a molecular structure, FH10NiO5.

XYZ file:
```
17
FH10NiO5 | OMol25 | wB97M-V/def2-TZVPD
H 4.36 -7.05 -22.61
F 2.28 -4.01 -21.38
H 3.83 -3.75 -23.82
O 3.60 -6.63 -22.21
H 6.13 -6.58 -20.58
Ni 3.96 -4.82 -21.19
O 4.99 -3.47 -19.90
H 4.70 -2.60 -19.67
H 2.63 -6.68 -19.59
H 6.65 -5.87 -21.62
H 5.14 -4.46 -23.66
O 4.47 -3.94 -23.11
O 3.24 -5.98 -19.64
H 3.77 -5.95 -18.80
H 3.16 -7.35 -21.74
H 5.69 -3.61 -19.32
O 5.98 -5.73 -21.01
```

Properties
Net charge: +1
Frontier orbital gap (alpha / beta) (Eh): 0.3624 / 0.3532
Multiplicity: 3
<S²>: 2.003

=====

[9]
The following is a DFT calculation (wB97M-V/def2-TZVPD) of a molecular structure, C19H17BaF5N2.

XYZ file:
```
44
C19H17BaF5N2 | OMol25 | wB97M-V/def2-TZVPD
N 0.21 -1.76 -0.64
H 2.09 3.67 -2.45
F 0.13 -1.03 6.69
H -2.58 -3.13 1.18
H 3.00 -4.50 -0.99
H -2.86 2.87 -1.49
H 3.53 -0.44 -2.61
C -1.28 3.31 0.73
H -3.87 -1.84 1.03
C 0.79 -1.13 3.06
C 0.92 -1.37 4.46
C 0.90 2.12 -1.50
C 0.01 -0.81 5.35
C 1.64 -0.06 -1.59
C 0.03 -3.01 -0.17
C 0.98 -4.04 -0.28
F -1.94 0.54 5.72
H -2.49 1.67 -2.72
C -2.87 -2.10 1.48
C 2.01 2.60 -2.23
Ba -2.21 -0.03 0.10
C 2.44 -2.44 -1.33
H -2.95 -2.01 2.59
F 1.73 -1.65 2.24
C 2.80 0.32 -2.32
C -1.05 -0.02 4.87
C -2.76 1.79 -1.65
H -2.07 3.43 1.50
N 0.70 0.83 -1.21
H -0.93 -3.19 0.32
F -2.27 0.90 3.00
H -1.46 3.79 -0.25
C -0.28 -0.40 2.59
H 0.13 2.80 -1.11
C 2.21 -3.74 -0.88
H -3.80 1.45 -1.63
H 3.87 1.99 -3.20
C 1.41 -1.47 -1.18
C 2.98 1.68 -2.64
C -1.17 0.16 3.46
F 1.95 -2.11 4.92
H -0.25 3.22 1.09
H 3.40 -2.14 -1.78
H 0.75 -5.04 0.11
```

Properties
Frontier orbital gap (alpha / beta) (Eh): 0.2652 / 0.1917

=====

[10]
The following is a DFT calculation (wB97M-V/def2-TZVPD) of 2 unconnected molecules or ions with the total composition C5H14.

XYZ file:
```
19
C5H14 | OMol25 | wB97M-V/def2-TZVPD
H 0.82 1.88 1.43
H 1.82 -0.53 2.97
H -1.28 1.15 -2.33
H -1.22 0.18 0.04
H 2.16 -0.60 1.23
H -2.11 -1.19 -0.59
C -1.96 0.37 -1.95
H -0.19 -2.20 -1.45
C -1.34 -0.46 -0.83
H 0.40 -0.65 -2.11
C 1.63 1.37 1.94
C 1.53 -0.17 1.99
H -2.23 -0.23 -2.82
H -2.82 0.94 -1.59
C -0.03 -1.15 -1.24
H 1.68 1.83 2.93
H 2.58 1.65 1.49
H 0.70 -1.08 -0.44
H 0.49 -0.42 1.81
```

Properties
SMILES: CCC.CC
ΔE to the lowest compared entry with this formula, charge and spin (eV): 0.296
Frontier orbital gap (Eh): 0.4613

=====

[11]
The following is a DFT calculation (wB97M-V/def2-TZVPD) of C3H3Br in the gas phase.

XYZ file:
```
7
C3H3Br | OMol25 | wB97M-V/def2-TZVPD
C 0.86 0.12 -0.54
H -0.57 1.50 0.82
C -0.19 0.58 0.46
C 0.02 -0.68 0.37
H 1.00 0.30 -1.64
Br 2.88 0.06 0.06
H -0.24 -1.65 0.68
```

Properties
SMILES: BrC1C=C1
ΔE to the lowest compared entry with this formula, charge and spin (eV): 0.852
Frontier orbital gap (Eh): 0.3890

=====

[12]
The following is a DFT calculation (wB97M-V/def2-TZVPD) of a molecular structure, C26H45As3N2O3SSc.

XYZ file:
```
81
C26H45As3N2O3SSc | OMol25 | wB97M-V/def2-TZVPD
H 2.88 0.31 -1.97
H -6.83 -4.50 0.94
Sc -0.22 0.55 0.70
H 3.36 3.14 1.25
H -0.31 4.00 2.95
H 4.84 2.21 -2.34
O -4.97 -5.29 0.46
C 3.72 0.41 1.94
H 2.32 -4.06 0.87
H 3.67 3.78 -4.10
As 2.54 0.92 0.47
C 3.24 2.73 0.24
H 3.76 5.35 -0.04
H -0.22 -4.65 -1.94
H 1.38 3.81 -2.51
O -5.43 -1.87 -1.11
H -6.26 0.37 0.80
C 2.46 3.73 -0.63
H -2.55 3.85 -0.62
O 0.08 -1.36 0.31
N -2.42 0.41 1.18
C 3.38 0.03 -1.05
H 3.62 1.14 2.74
H -2.61 -8.26 -0.04
C -1.51 4.07 -0.84
H 4.74 0.41 1.58
C 3.39 4.90 -0.97
C -1.62 -6.44 0.59
H -1.27 3.69 -1.83
H -1.82 -5.74 2.62
As 5.02 4.81 -2.14
C -0.82 -4.31 1.41
H 0.95 5.23 -0.31
H -1.95 4.18 2.31
H 2.81 -2.34 0.87
C 4.15 4.73 -3.90
H 2.73 2.68 -2.52
As -0.34 3.31 0.51
H -0.71 5.35 1.88
C -5.19 0.37 0.94
C -2.23 -7.78 0.87
H -3.04 -7.71 1.60
H -5.08 2.43 1.58
C -5.12 -1.98 0.06
N -5.35 -3.05 0.85
H 4.24 2.59 -0.16
H -1.36 5.15 -0.83
H 1.54 -2.91 2.00
H 4.92 4.90 -4.65
H 3.42 5.54 -3.98
H -2.63 2.38 1.76
C -0.57 -4.90 -0.94
C 1.98 -3.03 1.01
H -1.48 -8.45 1.29
C 5.62 2.94 -2.10
H -1.35 -6.80 -1.51
C -5.95 -4.26 0.35
H 6.39 2.88 -2.87
H -5.38 -6.12 0.21
C -3.08 -0.74 0.85
C 1.31 4.33 0.19
C -0.36 -4.03 0.12
H 6.09 2.69 -1.14
H 2.82 5.68 -1.48
H 3.36 -1.05 -0.95
H 1.23 2.26 -1.69
H 3.48 -0.57 2.35
C -0.90 4.30 2.09
H 1.66 4.63 1.17
H -5.06 -3.04 1.81
H -2.48 -1.62 0.67
C -4.53 1.52 1.36
C -3.16 1.50 1.45
C -1.45 -5.51 1.63
C -4.45 -0.78 0.70
C 1.92 3.08 -1.91
C -1.20 -6.11 -0.69
H 4.42 0.36 -1.07
S 0.73 -2.71 -0.22
H -6.23 -4.08 -0.69
H -0.67 -3.62 2.24
```

Properties
Net charge: +3
ΔE to the lowest compared entry with this formula, charge and spin (eV): 1.139
Frontier orbital gap (Eh): 0.1644

=====

[13]
The following is a DFT calculation (wB97M-V/def2-TZVPD) of C3H4N4O in the gas phase.

XYZ file:
```
12
C3H4N4O | OMol25 | wB97M-V/def2-TZVPD
C 0.54 -0.32 -0.09
N -1.59 0.24 1.17
O 0.98 -1.04 1.97
H 1.83 -0.14 -1.92
C -0.70 0.30 0.09
C 0.89 0.05 -1.37
N -0.17 0.67 -1.85
H -0.28 1.08 -2.79
H -1.00 0.36 2.08
H -2.11 1.13 1.21
N 1.39 -0.99 0.81
N -1.16 0.88 -1.00
```

Properties
SMILES: Nc1n[nH]cc1N=O
ΔE to the lowest compared entry with this formula, charge and spin (eV): 3.176
Frontier orbital gap (Eh): 0.3261

=====

[14]
The following is a DFT calculation (wB97M-V/def2-TZVPD) of a molecular structure, C5H7N3.

XYZ file:
```
15
C5H7N3 | OMol25 | wB97M-V/def2-TZVPD
C -0.62 0.60 -0.78
N -0.41 1.95 -0.75
H 1.64 1.06 0.67
C -2.61 -0.28 0.82
H 0.46 2.32 -0.40
C 0.28 -0.36 -0.28
H -1.22 2.54 -0.62
H -3.59 -0.57 1.12
H 0.79 -2.31 -0.18
C -1.60 0.01 0.22
N 2.47 -0.83 0.51
C 1.52 0.00 0.42
H 3.34 -0.42 0.87
N 0.23 -1.68 -0.74
H -0.71 -2.03 -0.88
```

Properties
ΔE to the lowest compared entry with this formula, charge and spin (eV): 5.792
Frontier orbital gap (alpha / beta) (Eh): 0.2519 / 0.2520

=====

[15]
The following is a DFT calculation (wB97M-V/def2-TZVPD) of 2 unconnected molecules or ions with the total composition C3H5FN2O5.

XYZ file:
```
16
C3H5FN2O5 | OMol25 | wB97M-V/def2-TZVPD
O 0.54 -2.08 0.25
O 1.79 1.45 -1.51
H -1.71 -0.99 1.71
F 1.18 -0.22 1.56
N 1.80 1.17 -0.14
H -1.21 0.98 1.40
H -1.31 1.40 -0.46
C 1.12 0.04 0.24
C -2.03 -0.44 0.00
C -1.37 0.65 0.29
O 1.02 -1.06 -1.62
O 2.38 1.91 0.59
H 1.55 0.59 -1.96
N 0.85 -1.09 -0.39
H -2.42 -0.93 -0.88
O -2.18 -1.38 0.91
```

Properties
SMILES: O=[N+]([O-])/C(F)=[N+](/[O-])O.C=CO
ΔE to the lowest compared entry with this formula, charge and spin (eV): 2.549
Frontier orbital gap (alpha / beta) (Eh): 0.2687 / 0.2687

=====

[16]
The following is a DFT calculation (wB97M-V/def2-TZVPD) of 2 unconnected molecules or ions with the total composition C2H4ClN2.

XYZ file:
```
9
C2H4ClN2 | OMol25 | wB97M-V/def2-TZVPD
H 1.75 1.90 1.18
H -0.97 -1.36 -1.98
H -1.57 -1.67 -0.22
C -0.84 -1.40 -0.85
H 0.26 1.78 0.24
N 0.91 1.25 0.95
C 1.32 -0.61 0.04
N 0.25 -0.99 -0.47
Cl 2.77 -1.19 0.23
```

Properties
Net charge: +1
ΔE to the lowest compared entry with this formula, charge and spin (eV): 3.938
Frontier orbital gap (alpha / beta) (Eh): 0.3002 / 0.3091

=====

Going through the records in order, we get F_max values of 4.459, 2.026, 1.105, 5.029, 0.519, 5.046, 4.574, 3.898, 3.029, 1.127, 2.624, 1.445, 3.798, 4.007, 5.999, 6.312 eV Å⁻¹.